ORCA calculation (wB97M-V/def2-TZVPD) on 4 unconnected molecules or ions with the total composition H9O4.

ORCA input file:
```
! wB97M-V def2-TZVPD RIJCOSX def2/J DEFGRID3
* xyz 0 2
O 0.4389 0.3206 -1.0075
H 0.3822 -0.6903 -0.4436
H -0.6343 0.6043 -0.8817
H 0.8014 0.6280 0.0632
O 1.8506 0.6899 1.1428
H 1.4943 1.2123 1.9102
H 2.6815 1.3430 1.1061
O -1.9764 0.7241 -0.4195
H -2.3664 1.5283 -0.1526
H -2.7005 0.5425 -1.1090
O 0.0462 -2.0764 -0.4412
H -0.7282 -2.1082 0.1690
H 0.7107 -2.7180 0.0637
*
```

Output
Gap between HOMO and LUMO (alpha / beta) = 3.6 / 12.4 eV
⟨S²⟩ = 0.751
Highest occupied orbital energy (alpha / beta) = -3.175 / -12.074 eV